(1)
{
  "formula": "C6H14N3O",
  "method": "ωB97M-V with the def2-TZVPD basis set",
  "max_force_ev_per_a": 4.8,
  "total_charge": 1,
  "lumo_energy_ev": -3.22,
  "e_tot_ev": -12957.2233,
  "smiles": "C[C@H]1N=N[C@@H]([N+](C)(C)C)O1",
  "elements": ["C", "C", "N", "N", "C", "N", "C", "C", "C", "O", "H", "H", "H", "H", "H", "H", "H", "H", "H", "H", "H", "H", "H", "H"],
  "xyz": [[0.0680, 1.3476, -2.8955], [-0.3476, 1.8807, -1.5304], [-1.6882, 1.3674, -1.3619], [-1.8277, 0.8031, -0.3005], [-0.4852, 0.9380, 0.4465], [-0.1997, -0.4791, 0.8826], [-1.2605, -1.0150, 1.8268], [1.1414, -0.4123, 1.4932], [-0.0080, -1.4057, -0.2283], [0.3921, 1.4972, -0.3619], [-0.8423, 1.1728, -3.3468], [0.3869, 0.3348, -2.7544], [0.9310, 1.8143, -3.3315], [-0.4836, 2.9572, -1.4857], [-0.7554, 1.4704, 1.4436], [-1.0401, -0.8029, 2.8950], [-2.1957, -0.4467, 1.5794], [-1.2903, -1.9946, 1.5602], [1.7678, -1.2361, 1.4303], [1.7712, 0.3665, 0.8080], [0.9816, -0.0458, 2.5280], [0.4292, -2.3919, 0.0367], [-0.9452, -1.5412, -0.6916], [0.6442, -0.8759, -0.9168]],
  "forces_ev_per_angstrom": [[2.0, -0.5, 2.5], [-0.4, 0.9, -1.4], [-0.4, 0.1, -0.1], [0.9, 0.1, 1.0], [-3.8, -0.4, 2.6], [1.8, -0.9, 1.0], [-0.5, 4.0, 0.5], [1.3, 4.6, 0.0], [0.4, -0.2, -1.3], [0.4, 0.0, -0.8], [-1.5, 0.6, -2.2], [0.4, -0.9, 0.4], [-0.3, 0.7, -0.7], [0.4, 0.3, -0.2], [0.9, -0.5, -1.5], [0.2, -0.3, -0.9], [0.7, -1.0, 0.1], [-0.6, -2.9, 0.0], [0.3, -2.2, 0.2], [-1.5, -1.6, 2.0], [0.7, -0.1, -0.7], [-0.3, 0.9, 0.3], [-1.1, -0.4, -0.7], [0.2, -0.3, -0.2]]
}

(2)
{
  "formula": "C6H14N3O2",
  "method": "ωB97M-V with the def2-TZVPD basis set",
  "max_force_ev_per_a": 4.1,
  "total_charge": 1,
  "lumo_energy_ev": -4.95,
  "e_tot_ev": -15001.2312,
  "smiles": "C[C@H]1CCCCN1/[N+](O)=N/O",
  "elements": ["C", "C", "C", "C", "C", "C", "N", "N", "O", "N", "O", "H", "H", "H", "H", "H", "H", "H", "H", "H", "H", "H", "H", "H", "H"],
  "xyz": [[0.3863, 2.4807, -0.1429], [0.7793, 1.0879, -0.2486], [1.1600, 0.3007, 1.0760], [1.8805, -0.9331, 0.5113], [0.8842, -1.8342, -0.2443], [0.0983, -1.0115, -1.2456], [-0.2895, 0.3107, -0.8075], [-1.5769, 0.2359, 0.0563], [-2.2611, 1.3014, 0.2267], [-2.0657, -0.8822, 0.2273], [-3.3818, -0.7952, 0.5409], [0.4553, 2.8018, -1.1341], [1.0818, 2.9062, 0.5591], [-0.6120, 2.4085, 0.3056], [1.6133, 0.7443, -0.9101], [0.2723, -0.0081, 1.5983], [1.7674, 0.8122, 1.7983], [2.3813, -1.5417, 1.2801], [2.6482, -0.6677, -0.1696], [1.4084, -2.6437, -0.7756], [0.1854, -2.3344, 0.3514], [0.8324, -0.6963, -2.0217], [-0.7538, -1.5666, -1.4811], [-3.2377, 1.2138, 0.1407], [-3.6558, -1.6893, 0.5091]],
  "forces_ev_per_angstrom": [[0.0, -0.6, 1.6], [1.2, -3.1, 2.3], [0.8, -0.2, -1.5], [-0.9, -1.7, 1.5], [1.3, 0.6, -0.7], [2.3, 0.5, 0.3], [-3.4, -0.1, -0.1], [1.8, -2.0, -1.6], [-0.7, 3.0, 0.2], [-0.3, -0.7, 0.1], [1.1, 1.8, -0.1], [-0.4, 1.7, -1.2], [0.1, 0.9, -0.1], [0.6, 1.2, -0.4], [-0.6, 1.5, 0.1], [-0.5, -0.1, 0.3], [0.4, 0.6, 0.0], [-0.2, 0.3, 0.0], [0.9, 0.5, -0.6], [-0.1, 0.4, 0.0], [-0.9, -0.6, 1.5], [-1.1, -0.7, -0.3], [-1.1, -0.6, -1.5], [0.4, -0.8, 0.0], [-0.8, -1.8, 0.1]]
}

(3)
{
  "formula": "C6H14N3OS",
  "method": "ωB97M-V with the def2-TZVPD basis set",
  "max_force_ev_per_a": 5.0,
  "total_charge": 1,
  "lumo_energy_ev": -4.39,
  "e_tot_ev": -23789.6391,
  "elements": ["C", "C", "C", "C", "C", "C", "N", "N", "N", "O", "S", "H", "H", "H", "H", "H", "H", "H", "H", "H", "H", "H", "H", "H", "H"],
  "xyz": [[0.4327, -0.9678, 0.8724], [-1.5321, 1.6110, -2.6394], [-2.2414, 1.5788, -0.1255], [1.5051, -3.0478, 1.5308], [2.1647, 1.0412, 1.5113], [-1.6585, 0.9407, -1.3650], [-1.4246, -1.4246, -1.0753], [-1.6030, -0.3313, -1.3409], [0.4068, -2.1374, 1.5014], [1.3326, 0.3653, -1.0286], [1.9574, -0.3007, 0.2668], [-2.2178, 1.1355, -3.4108], [-1.4824, 2.7446, -2.5236], [-0.6205, 1.4851, -3.0989], [-1.8749, 1.0151, 0.8028], [-3.3341, 1.4890, -0.1980], [-2.0123, 2.6628, -0.1246], [1.2765, -4.1334, 1.4627], [2.0147, -3.0212, 2.5528], [2.4629, -2.7483, 0.8987], [2.9030, 0.8886, 2.2620], [1.1425, 1.3688, 1.8599], [2.5396, 1.8624, 0.8457], [0.3812, 0.4710, -0.9874], [-0.5180, -2.5473, 1.5508]],
  "forces_ev_per_angstrom": [[-1.5, -1.2, 1.6], [-1.6, 1.7, -1.7], [0.0, -0.4, 0.7], [4.4, -1.2, 2.0], [-1.8, 1.5, -2.1], [0.1, 0.7, 1.4], [-0.5, -0.2, -0.6], [0.6, -1.7, 0.9], [0.7, 2.0, -2.8], [2.0, 0.0, 0.1], [0.9, 0.0, 0.4], [0.2, 1.4, 0.8], [-1.1, -1.5, -0.3], [2.6, -0.8, -0.9], [-0.6, 1.1, -1.2], [0.1, 0.1, 0.3], [0.1, -0.7, 0.3], [-0.3, 1.0, -0.6], [-0.9, 0.1, -0.9], [-2.5, -0.6, 0.6], [0.4, -0.7, 0.6], [1.1, -0.6, -0.1], [-0.2, -0.6, 0.5], [-1.8, 0.4, 0.4], [-0.2, 0.2, 0.4]]
}

(4)
{
  "formula": "C6H14N3S",
  "method": "ωB97M-V with the def2-TZVPD basis set",
  "max_force_ev_per_a": 5.1,
  "total_charge": 1,
  "lumo_energy_ev": -3.39,
  "e_tot_ev": -21744.8419,
  "elements": ["C", "C", "C", "C", "C", "C", "N", "N", "N", "S", "H", "H", "H", "H", "H", "H", "H", "H", "H", "H", "H", "H", "H", "H"],
  "xyz": [[1.5461, -1.9258, -0.0555], [1.7838, 0.1983, 0.4571], [-1.8628, -0.0252, -1.2192], [-1.2322, -0.6121, 1.1324], [-1.1340, 1.8157, 0.4186], [-1.1494, 0.4581, 0.0228], [2.1978, -1.1445, 0.7194], [0.7918, -1.3393, -1.0086], [0.6920, 0.0429, -0.5221], [3.1494, 1.2799, -0.2334], [1.5815, -2.9640, 0.1400], [1.4438, 0.6188, 1.5393], [-2.0234, 0.6168, -2.1797], [-1.6064, -0.9683, -1.6188], [-2.8279, -0.1905, -0.9720], [-0.5897, -0.3646, 1.9699], [-0.8748, -1.5705, 0.8724], [-2.2700, -0.6272, 1.3657], [-2.0787, 1.9753, 1.0124], [-0.2531, 2.0393, 1.0773], [-1.2502, 2.6108, -0.2734], [1.0276, -1.4776, -1.9552], [0.8188, 0.6910, -1.3243], [4.1200, 0.8625, 0.6350]],
  "forces_ev_per_angstrom": [[2.4, 0.6, 1.8], [0.7, 0.8, 2.6], [1.3, 2.5, -2.5], [0.7, 2.0, -0.4], [-0.2, 2.2, 2.6], [1.7, -4.5, -1.7], [-0.5, -0.7, 0.5], [-2.3, 1.8, 1.2], [-1.1, 1.0, -2.0], [-0.3, -0.5, 0.5], [0.1, -1.1, -0.6], [0.3, -0.6, -2.8], [1.0, -0.3, 2.0], [1.0, -1.2, 0.1], [-3.4, -0.4, 1.3], [-0.4, 0.5, 0.5], [-0.1, -1.1, -1.0], [-0.8, -0.3, 0.7], [0.9, -0.4, 0.1], [-1.0, -0.1, -0.3], [0.3, 0.3, -1.4], [0.3, 0.1, -1.3], [-0.1, -0.5, 0.5], [-0.6, 0.1, -0.4]]
}

(5)
{
  "formula": "C6H14N4",
  "method": "ωB97M-V with the def2-TZVPD basis set",
  "max_force_ev_per_a": 5.0,
  "total_charge": 2,
  "lumo_energy_ev": -8.22,
  "e_tot_ev": -12388.9671,
  "smiles": "CC1(C)C(=[NH2+])N2C[C@H]1[NH2+]N2",
  "elements": ["C", "C", "C", "C", "N", "N", "C", "C", "N", "N", "H", "H", "H", "H", "H", "H", "H", "H", "H", "H", "H", "H", "H", "H"],
  "xyz": [[-0.0677, 0.8323, -1.6451], [-0.3609, 0.4577, -0.1480], [-1.4138, 1.3688, 0.4106], [-0.7182, -1.0196, -0.0554], [-1.6259, -1.5853, -0.6691], [0.0948, -1.7687, 0.8198], [0.4963, -0.7848, 1.8610], [0.9191, 0.3490, 0.8816], [1.8999, -0.5007, -0.0058], [1.2850, -1.8661, -0.1262], [0.1094, -0.1898, -2.0967], [0.7101, 1.5889, -1.5644], [-1.1054, 1.1158, -2.0919], [-1.3915, 2.3173, -0.1157], [-1.2180, 1.5778, 1.4535], [-2.4100, 1.0465, 0.4208], [-2.2283, -1.0206, -1.3669], [-1.7980, -2.6547, -0.4238], [1.2657, -1.2267, 2.4668], [-0.4468, -0.5879, 2.4381], [1.4662, 1.2669, 1.1686], [1.9914, -0.1614, -0.9487], [2.8612, -0.4949, 0.3247], [1.8077, -2.6333, 0.1529]],
  "forces_ev_per_angstrom": [[-2.2, -2.2, 0.8], [1.0, -0.9, 0.9], [0.9, 1.4, 1.1], [1.1, 2.0, 1.3], [-3.6, -2.8, -1.9], [1.9, -0.3, -0.9], [-1.3, 0.5, -0.9], [-0.2, -0.8, -1.9], [0.3, -1.0, 0.7], [-3.2, 3.2, 0.4], [0.9, 1.6, -0.4], [-0.1, 0.1, -1.1], [2.2, 0.2, 0.6], [0.1, 0.1, 0.0], [0.1, 0.2, 0.4], [-1.5, -0.9, -0.5], [1.0, -1.6, 1.4], [0.1, 2.7, -1.1], [0.3, 0.1, 0.4], [1.1, 0.2, -0.2], [-0.6, -0.5, 0.1], [-0.4, 0.4, -0.8], [0.3, -0.3, 0.7], [2.0, -1.4, 1.0]]
}

(6)
{
  "formula": "C6H14N4O2",
  "method": "ωB97M-V with the def2-TZVPD basis set",
  "max_force_ev_per_a": 3.3,
  "lumo_energy_ev": 0.49,
  "e_tot_ev": -16502.5290,
  "smiles": "O=c1[nH]cno1.CNCCCN",
  "elements": ["O", "C", "N", "C", "N", "O", "H", "H", "C", "N", "C", "C", "C", "N", "H", "H", "H", "H", "H", "H", "H", "H", "H", "H", "H", "H"],
  "xyz": [[0.7473, -0.7442, 2.9519], [-0.4666, -0.5318, 2.8581], [-1.3922, -1.3303, 2.2493], [-2.6101, -0.6935, 2.3559], [-2.5648, 0.3659, 3.1031], [-1.1766, 0.4342, 3.4654], [-1.1929, -2.2982, 1.9624], [-3.5319, -0.9434, 1.8084], [-0.5044, -1.8676, -1.5286], [0.9962, -1.6210, -1.4674], [1.3184, -0.2798, -0.9793], [0.5613, 0.8621, -1.6701], [1.1085, 2.2231, -1.4069], [1.0664, 2.3833, 0.0538], [-0.5750, -2.8531, -2.0000], [-0.9501, -1.8066, -0.5036], [-0.9450, -1.1846, -2.2225], [1.4631, -2.3637, -0.9533], [2.4186, -0.1159, -1.1390], [1.1448, -0.1610, 0.0664], [0.5304, 0.6727, -2.7721], [-0.4678, 0.9450, -1.3804], [0.5064, 2.9998, -1.9126], [2.1115, 2.3310, -1.8146], [0.4658, 3.1264, 0.3675], [1.9386, 2.4512, 0.5079]],
  "forces_ev_per_angstrom": [[-2.7, 0.9, -0.2], [2.9, -1.3, 1.1], [-0.9, -0.6, -0.9], [-0.5, 0.4, 0.3], [1.0, -1.0, -0.9], [-0.2, 0.9, 0.1], [-0.2, 1.1, 0.0], [0.7, -0.2, 0.5], [2.5, -0.8, 0.8], [-1.8, 0.4, -0.7], [1.0, 0.3, -0.6], [0.0, -1.0, -2.2], [0.2, 0.5, 0.6], [-0.9, 0.4, -0.3], [-0.5, 0.0, 0.5], [-0.1, -0.1, -0.9], [-0.3, 0.6, -0.1], [-0.2, 0.4, 0.1], [-0.8, -0.1, 0.1], [-0.1, 0.0, 1.1], [0.1, 0.0, 0.6], [-0.7, -0.5, 0.4], [0.1, -0.4, 0.3], [0.3, 0.0, 0.1], [0.0, 0.2, 0.0], [1.0, 0.1, 0.4]]
}

(7)
{
  "formula": "C6H14N4O2",
  "method": "ωB97M-V with the def2-TZVPD basis set",
  "max_force_ev_per_a": 2.8,
  "lumo_energy_ev": 0.46,
  "e_tot_ev": -16504.9611,
  "smiles": "[H]/N=C(/N)NCCC[C@H](N)C(=O)O",
  "elements": ["H", "N", "C", "N", "N", "C", "C", "C", "C", "N", "C", "O", "O", "H", "H", "H", "H", "H", "H", "H", "H", "H", "H", "H", "H", "H"],
  "xyz": [[2.3138, -0.0255, 2.0386], [3.2298, 0.1998, 1.6295], [3.2797, 0.3912, 0.3739], [4.4584, 0.9003, -0.1750], [2.3036, 0.1323, -0.6443], [0.9281, -0.1794, -0.1043], [-0.0906, -0.5418, -1.1516], [-1.4042, -1.0862, -0.6298], [-2.0981, -0.1467, 0.4045], [-3.4015, -0.7477, 0.8411], [-2.3328, 1.2752, -0.0639], [-1.4679, 1.9838, -0.5181], [-3.5564, 1.7377, 0.3138], [4.6770, 0.5847, -1.0499], [5.2250, 0.9025, 0.4743], [2.3223, 0.9437, -1.2856], [1.0261, -1.0784, 0.5254], [0.5908, 0.6371, 0.5720], [-0.2345, 0.3298, -1.7830], [0.3095, -1.3415, -1.7911], [-1.3952, -2.0853, -0.1787], [-2.1223, -1.1142, -1.4466], [-1.4612, -0.0772, 1.2928], [-3.8247, -1.1968, 0.0131], [-3.2424, -1.4230, 1.6241], [-4.0325, 1.0257, 0.7193]],
  "forces_ev_per_angstrom": [[0.5, 0.0, -0.7], [-0.5, 0.0, 0.4], [-0.1, -0.3, -0.5], [-1.1, 0.8, 2.4], [-0.7, 0.7, 1.0], [1.1, -0.2, 0.8], [0.7, -0.5, -0.9], [-1.0, 1.6, 0.7], [-0.4, -1.6, 0.1], [0.7, -0.4, 0.2], [-0.2, 0.8, 1.2], [-0.8, -0.4, -0.1], [1.6, 1.5, -1.5], [0.7, -0.9, -2.5], [0.0, 0.0, 0.1], [-0.3, -0.8, 0.4], [0.3, 0.3, 0.0], [0.0, -0.3, -0.6], [-0.4, 0.0, -0.1], [0.3, 0.3, 0.1], [0.5, 0.2, -0.1], [0.0, -0.3, -0.4], [-0.1, 0.2, -0.1], [0.2, -0.1, 0.9], [-0.4, 0.7, -1.3], [-0.5, -1.3, 0.6]]
}

(8)
{
  "formula": "C6H14N4O2S",
  "method": "ωB97M-V with the def2-TZVPD basis set",
  "max_force_ev_per_a": 5.5,
  "total_charge": 2,
  "lumo_energy_ev": -8.79,
  "e_tot_ev": -27321.4904,
  "smiles": "CC1=[NH+][C@H](N)[C@@H](S(C)(=O)=O)C(=[NH2+])N1",
  "elements": ["C", "C", "N", "C", "N", "C", "S", "C", "O", "O", "C", "N", "N", "H", "H", "H", "H", "H", "H", "H", "H", "H", "H", "H", "H", "H", "H"],
  "xyz": [[-1.6408, 1.8859, -1.6445], [-0.5629, 0.9931, -1.2697], [0.5331, 1.4157, -0.5860], [1.6133, 0.4432, 0.0016], [2.5467, 0.1636, -0.9166], [0.6654, -0.7441, 0.3849], [-0.7963, -0.3912, 1.5859], [0.1094, -0.0902, 3.1592], [-1.3994, -1.6863, 1.4975], [-1.5677, 0.7144, 1.1526], [-0.2328, -1.2931, -0.7824], [-0.5858, -2.5221, -0.9241], [-0.7062, -0.2998, -1.5186], [-2.0868, 1.6452, -2.6443], [-1.3771, 3.0084, -1.5874], [-2.5137, 1.6408, -0.9870], [0.7336, 2.4317, -0.6556], [2.0392, 1.0166, 0.9252], [3.5277, 0.3291, -0.8890], [2.4055, -0.6280, -1.5933], [1.2855, -1.5389, 0.7712], [0.7884, -0.8895, 3.3769], [0.8549, 0.6837, 2.8687], [-0.5213, 0.3501, 3.8690], [-0.1468, -3.1963, -0.1762], [-1.4655, -2.9000, -1.3272], [-1.4995, -0.5419, -2.0905]],
  "forces_ev_per_angstrom": [[-1.3, 1.8, -1.1], [3.6, 3.3, 2.5], [-1.9, 0.1, -1.8], [-2.2, 1.4, 1.5], [1.1, -2.7, -3.0], [-0.3, -0.2, -0.9], [1.5, -1.8, 1.4], [1.5, 1.1, -3.1], [-0.3, -0.2, 0.8], [-0.1, 1.1, 0.0], [2.3, 0.9, 1.8], [0.9, -2.5, 2.3], [-1.8, -1.9, -1.2], [0.8, 0.3, 0.5], [-0.5, -2.0, 0.0], [0.8, 0.4, 0.0], [-0.3, -0.9, 0.4], [-0.9, -1.2, -1.6], [0.5, 0.7, 0.8], [-0.1, 1.3, 1.0], [-0.1, -0.4, 0.5], [-0.5, -1.1, 0.6], [-0.7, 0.1, 0.1], [-1.1, 0.1, 1.3], [-1.2, 1.5, -2.0], [0.8, 0.6, -0.1], [-0.3, 0.1, -0.5]]
}